C28H55CaN9O5PS as an isolated structure in a non-equilibrium geometry. Source: the OMol25 dataset; level of theory: ωB97M-V with the def2-TZVPD basis set.

Calculated values
highest occupied orbital energy	-8.643	eV
energy relative to the best compared isomer or geometry (same formula, charge and spin)	264.4	kJ/mol
molar mass	700.925	g mol⁻¹
frontier orbital gap	6.99	eV
F_max	3.25	eV/A
electronic energy	-92138.609	eV

The geometry in ORCA input format:
```
! wB97M-V def2-TZVPD RIJCOSX def2/J DEFGRID3
* xyz 1 1
Ca 0.60015 -0.10036 0.91399
C 2.65899 1.64009 0.77605
C 3.14810 0.60357 1.64334
C 2.43343 0.71110 2.89272
C 1.47264 1.68146 2.69870
C 1.58876 2.33888 1.44831
C 1.25974 3.77030 1.21488
C 0.65305 2.42852 3.73073
C 2.61187 -0.16754 4.10917
C 4.19303 -0.42453 1.23158
C 3.28767 2.12153 -0.52964
H 1.76520 4.36641 1.95131
H 0.20102 3.94389 1.27433
H 1.49586 4.12897 0.21377
H 0.79199 2.06588 4.76324
H -0.36820 2.48490 3.36392
H 0.85247 3.53258 3.77361
H 2.08481 0.18497 4.97943
H 3.63064 -0.19615 4.42300
H 2.38699 -1.20747 3.96905
H 4.08544 -1.41056 1.76456
H 5.18600 -0.03687 1.36200
H 4.11231 -0.67189 0.13910
H 3.82567 3.01612 -0.30789
H 2.49852 2.28530 -1.31646
H 4.05657 1.47362 -0.91260
C 2.79634 -4.43948 2.07419
S 1.32876 -3.48851 1.80926
C 0.46404 -4.46444 0.63987
O 1.72016 -2.33343 0.95313
H 2.53786 -5.49675 2.17926
H 3.26287 -4.03484 2.98015
H 3.39979 -4.33962 1.11141
H -0.08029 -5.22344 1.14683
H 1.13179 -4.92567 -0.04725
H -0.24745 -3.79262 0.16641
N -1.08476 0.19422 5.91045
C -2.32650 0.06892 5.51789
N -3.29660 0.26005 6.40806
N -2.74322 -0.33985 4.32798
C -1.82305 -0.59490 3.43584
N -0.97008 -0.88699 2.65788
H -0.90870 0.31410 6.90644
H -0.31627 0.23530 5.30791
H -3.08977 0.89820 7.14587
H -4.25086 0.15075 6.08655
C -3.31750 2.90091 1.29154
C -3.51318 1.57076 0.55654
O -3.23023 1.59222 -0.82541
P -1.59913 1.57130 -1.21022
O -1.81350 0.95200 -2.69580
C -2.75925 1.62396 -3.54952
C -3.27502 0.55603 -4.46540
O -1.35476 3.16032 -1.47261
C -0.05253 3.52080 -2.09781
C -0.37082 4.57581 -3.12707
H -3.89905 2.81663 2.23628
H -3.74950 3.68328 0.67274
H -2.27591 2.97836 1.52843
H -4.58934 1.31504 0.55779
H -2.87529 0.80182 1.02657
H -2.19231 2.51322 -3.97824
H -3.57372 1.95105 -2.89629
H -2.40798 0.18793 -5.01820
H -4.08084 0.87535 -5.11075
H -3.69378 -0.20560 -3.84327
H 0.28499 2.61777 -2.59053
H 0.69368 3.77798 -1.35380
H -1.27310 4.28355 -3.67654
H 0.35943 4.69508 -3.92418
H -0.61077 5.59268 -2.67973
O 1.22311 -0.14172 -1.48916
C 1.27014 -0.49035 -2.67545
C 0.33649 -1.49583 -3.31258
C 1.02218 -2.83850 -2.91758
C 2.40933 -2.97522 -3.46021
C 3.56156 -2.27444 -2.66407
C 3.65089 -0.81135 -3.01466
N 2.38001 -0.23512 -3.44765
H 0.48272 -1.42120 -4.43876
H -0.68429 -1.48270 -3.01181
H 0.34723 -3.62815 -3.21658
H 1.09081 -2.82153 -1.85748
H 2.40042 -2.66455 -4.48372
H 2.66241 -4.02004 -3.41997
H 4.54910 -2.69095 -2.79653
H 3.18085 -2.18329 -1.63625
H 4.31576 -0.73292 -3.91030
H 4.15708 -0.22674 -2.24039
H 2.18077 -0.47402 -4.41142
N -4.80057 -1.29748 -0.86661
C -4.31039 -2.45462 -1.27444
N -5.14999 -3.40330 -1.77789
N -3.03052 -2.78776 -1.18407
C -2.08846 -2.05894 -0.61991
N -1.21055 -1.50632 -0.11623
H -5.73427 -1.03656 -1.10579
H -4.21434 -0.48302 -0.82791
H -6.13388 -3.30120 -1.50845
H -4.71095 -4.29412 -1.95702
*
```

***

One molecule with the formula C5H13NO in a non-equilibrium geometry. Source: the OMol25 dataset; level of theory: ωB97M-V with the def2-TZVPD basis set.

Calculated values
highest occupied orbital energy	-8.547	eV
energy relative to the best compared isomer or geometry (same formula, charge and spin)	252.0	kJ/mol
molar mass	103.165	g mol⁻¹
frontier orbital gap	9.42	eV
F_max	3.83	eV/A
electronic energy	-8931.399	eV

The geometry in ORCA input format:
```
! wB97M-V def2-TZVPD RIJCOSX def2/J DEFGRID3
* xyz 0 1
C 0.43562 1.73096 -1.40602
N -0.66264 0.77206 -1.15181
C 1.16020 0.29377 1.67398
C -0.24745 0.07017 1.22051
C -0.19994 -0.41786 -0.31137
C -1.18589 -1.64280 -0.61704
O -0.57086 -2.87687 -0.74092
H 0.28590 2.79079 -1.44790
H 0.90980 1.55541 -2.36708
H 1.25864 1.74689 -0.66798
H -1.50725 1.17914 -0.80761
H 1.55423 1.16586 1.11655
H 1.35610 0.71366 2.62632
H 1.64963 -0.70729 1.44840
H -0.69451 -0.64049 1.91404
H -0.87055 0.98762 1.34742
H 0.83729 -0.64434 -0.58466
H -1.73518 -1.43473 -1.46809
H -1.89306 -1.74846 0.18926
H 0.11993 -2.89350 0.03402
*
```

***

C8H8CoNO6 as an isolated structure in a non-equilibrium geometry. Source: the OMol25 dataset; level of theory: ωB97M-V with the def2-TZVPD basis set.

Calculated values
highest occupied orbital energy (alpha / beta)	-12.682 / -12.673	eV
energy relative to the best compared isomer or geometry (same formula, charge and spin)	26.3	kJ/mol
molar mass	273.086	g mol⁻¹
<S²>	3.77
frontier orbital gap (alpha / beta)	8.79 / 6.01	eV
F_max	8.65	eV/A
electronic energy	-59816.483	eV

The geometry in ORCA input format:
```
! wB97M-V def2-TZVPD RIJCOSX def2/J DEFGRID3
* xyz 1 4
O 1.33336 1.56775 -4.02115
C 0.98282 0.89251 -3.17040
Co -0.44247 -0.44883 -0.77512
O -0.80283 2.26269 -1.80026
C -0.67542 1.16977 -1.46627
C -1.31403 -0.24629 0.70018
O -1.93842 -0.01825 1.64173
C 1.25539 -1.05864 -0.09961
O 1.78893 -1.37439 0.89911
C -1.15467 -1.88532 -1.46850
O -1.58711 -2.82272 -2.02800
H 1.57966 -1.01376 -1.21901
C 2.49656 3.30564 2.60654
N 1.07890 3.43488 2.40247
C 0.42135 4.55367 3.04481
C 0.47161 2.50195 1.62078
O 1.08951 1.57364 1.05983
H 2.83210 4.14665 3.23090
H 3.02340 3.33031 1.64310
H 2.71828 2.35728 3.11594
H -0.05057 5.17829 2.29066
H -0.33753 4.19309 3.73597
H 1.20612 5.10172 3.56741
H -0.61925 2.65938 1.52142
*
```